1.
DFT (ωB97M-V/def2-TZVPD) results for 2 unconnected molecules or ions with the total composition C3H7O2S at a distorted geometry.

Calculated values
Net charge: 0
HOMO energy (spin up / spin down), eV: -8.444 / -8.443
Spin multiplicity: 2

CARTESIAN COORDINATES (ANGSTROEM)
C1 0.090 0.893 -1.322
S1 0.572 2.287 -0.266
C2 1.306 1.329 1.131
H1 -0.863 0.526 -0.965
H2 0.810 0.082 -1.394
H3 0.012 1.325 -2.314
H4 0.797 1.768 1.984
H5 1.095 0.276 0.982
H6 2.385 1.423 1.237
O1 -0.697 -1.565 0.206
C3 -1.607 -2.516 0.258
O2 -2.458 -2.653 1.086
H7 -1.442 -3.174 -0.625



2.
DFT (ωB97M-V/def2-TZVPD) results for 3 unconnected molecules or ions with the total composition C7H11ClN3O2 at a distorted geometry.

Calculated values
Net charge: +1
HOMO energy, eV: -12.097
Spin multiplicity: 1

CARTESIAN COORDINATES (ANGSTROEM)
C1 -0.058 1.346 -0.202
C2 1.079 1.998 0.934
C3 1.385 -2.486 -1.098
C4 -0.353 2.462 0.750
C5 0.336 -0.053 1.579
C6 -2.292 -2.647 -0.930
C7 -2.011 -1.931 -1.985
N1 -0.187 0.105 0.333
N2 1.140 1.018 1.956
N3 2.218 2.622 0.582
O1 1.205 -3.379 -1.771
O2 1.613 -1.574 -0.445
Cl1 0.097 -1.419 2.519
H1 -0.018 1.575 -1.346
H2 -0.522 3.522 0.340
H3 -0.952 2.209 1.604
H4 -1.643 -3.384 -0.514
H5 -0.856 -0.546 -0.194
H6 -3.266 -2.450 -0.389
H7 -2.730 -1.301 -2.450
H8 -1.196 -1.944 -2.616
H9 1.733 0.787 2.754
H10 2.148 3.436 -0.049
H11 3.130 2.035 0.639



In hartree, the E_tot values for the records above are, in order, -667.070770 -1047.957802.
In kcal per mole, the ΔE to the lowest compared entry with this formula, charge and spin values for the records above are, in order, 35.5 38.7.